This record from the Open Molecules 2025 dataset describes a molecular structure, C13H13AuN8S3 at a distorted geometry. The level of theory is ωB97M-V with the def2-TZVPD basis set.

Structure (ORCA input):
```
! wB97M-V def2-TZVPD RIJCOSX def2/J DEFGRID3
* xyz 2 1
Au 0.371 0.000 -0.778
N 3.484 0.000 -3.897
C 2.718 0.000 -2.817
S 0.978 0.000 -3.092
N 3.285 0.000 -1.643
N 2.497 0.000 -0.593
C 2.945 0.000 0.614
C 2.002 0.000 1.710
C 2.388 0.000 3.042
C 1.409 0.000 4.026
C 0.071 0.000 3.660
C -0.245 0.000 2.310
N 0.698 0.000 1.375
H 3.084 0.000 -4.821
H 4.487 0.000 -3.795
H 4.014 0.000 0.785
H 3.440 0.000 3.294
H 1.687 0.000 5.071
H -0.718 0.000 4.397
H -1.267 0.000 1.953
N -0.592 -3.555 -0.607
C -1.606 -2.679 -0.607
N -1.484 -1.373 -0.604
C -2.704 -0.724 -0.585
C -3.774 -1.557 -0.565
S -3.278 -3.196 -0.574
C -2.704 0.724 -0.585
C -3.774 1.557 -0.564
S -3.278 3.196 -0.574
C -1.607 2.679 -0.607
N -1.484 1.373 -0.604
N -0.592 3.555 -0.607
H 0.355 -3.231 -0.689
H -0.760 -4.545 -0.634
H -4.818 -1.294 -0.537
H -4.818 1.294 -0.537
H -0.760 4.545 -0.633
H 0.355 3.231 -0.689
*
```

For the maximum force, the calculation gives 0.0456 Eh/bohr. The value obtained for the HOMO energy is -13.505 eV. The calculation puts the energy at -61796.198 eV. The gap between HOMO and LUMO comes out at 4.75 eV. As for the LUMO energy: -0.322 Eh.